Below is 2 unconnected molecules or ions with the total composition C43H38O3P, with properties calculated with wB97M-V/def2-TZVPD.

XYZ file:
```
85
C43H38O3P | the OMol25 dataset | wB97M-V/def2-TZVPD
C -6.1509 -2.2454 3.4710
O -5.9593 -0.8119 3.4093
C -4.6920 -0.3243 3.3324
C -4.5689 1.0812 3.2124
C -3.3218 1.6511 3.0610
C -2.1447 0.8684 3.1660
C -0.8063 1.4306 2.9867
C -0.5789 2.4041 1.9813
C 0.6394 2.9956 1.7211
C 0.8776 4.0578 0.7770
C 2.1342 4.7226 0.7593
C 2.4019 5.7153 -0.1782
C 1.4237 6.0832 -1.1164
C 0.1726 5.4519 -1.0842
C -0.1110 4.4730 -0.1380
C 0.2627 0.9679 3.8676
C 0.0212 0.7647 5.2590
C 1.0290 0.3942 6.1185
C 2.3054 0.0639 5.5983
O 3.2260 -0.3554 6.5041
C 4.5348 -0.7657 6.0454
C 2.5530 0.1694 4.2111
C 1.5645 0.6991 3.3949
C -2.2946 -0.5214 3.3976
C -3.5351 -1.1365 3.3762
H -7.2328 -2.3416 3.5571
H -5.7882 -2.7342 2.5549
H -5.6491 -2.6820 4.3460
H -5.4852 1.6671 3.2184
H -3.2408 2.7246 2.8974
H -1.4625 2.6899 1.4028
H 1.5000 2.7491 2.3389
H 2.8724 4.4528 1.5172
H 3.3742 6.2119 -0.1796
H 1.6382 6.8368 -1.8722
H -0.5919 5.7201 -1.8098
H -1.0994 4.0126 -0.1006
H -0.9724 0.9427 5.6706
H 0.8850 0.3013 7.1938
H 5.0443 -1.0328 6.9709
H 4.4682 -1.6348 5.3756
H 5.0573 0.0567 5.5367
H 3.5080 -0.1480 3.7836
H 1.7963 0.8689 2.3447
H -1.4074 -1.1438 3.5148
H -3.6172 -2.2248 3.4212
C -3.7712 -2.1843 -2.7139
C -3.1731 -2.3892 -3.9626
C -1.8375 -2.0297 -4.1695
C -1.0997 -1.4566 -3.1193
P 0.6134 -0.8908 -3.3075
C 1.6252 -1.9423 -2.2365
C 2.8562 -1.4418 -1.7859
C 3.6458 -2.2000 -0.9158
C 3.2152 -3.4659 -0.5006
C 1.9951 -3.9750 -0.9598
C 1.1952 -3.2122 -1.8186
C 1.1373 -1.2840 -5.0085
C 0.9952 -0.3375 -6.0419
C 1.3467 -0.6588 -7.3567
C 1.8577 -1.9248 -7.6656
C 2.0042 -2.8752 -6.6497
C 1.6573 -2.5542 -5.3332
C 0.7116 0.7335 -2.6552
C -0.2427 1.7422 -2.9950
O -0.1035 2.9639 -2.8125
C -1.7043 -1.2594 -1.8667
C -3.0368 -1.6252 -1.6604
H -4.8174 -2.4599 -2.5604
H -3.7457 -2.8318 -4.7806
H -1.3739 -2.1982 -5.1430
H 3.1906 -0.4574 -2.1118
H 4.6001 -1.8029 -0.5653
H 3.8334 -4.0579 0.1803
H 1.6612 -4.9679 -0.6511
H 0.2350 -3.6062 -2.1554
H 0.5946 0.6509 -5.8174
H 1.2132 0.0790 -8.1500
H 2.1398 -2.1720 -8.6937
H 2.3856 -3.8720 -6.8855
H 1.7837 -3.3087 -4.5566
H 1.6425 1.0478 -2.1850
H -1.1880 1.3871 -3.4745
H -1.1296 -0.8159 -1.0517
H -3.4919 -1.4729 -0.6790
```

Output
Energy relative to the best compared isomer or geometry (same formula, charge and spin) ... 0.00 kcal/mol
Lowest unoccupied orbital energy ... -4.6 eV
Net charge ... +1

Below is a molecular structure, C43H39BrF3I3N3O17S, with properties calculated with wB97M-V/def2-TZVPD.

XYZ file:
```
110
C43H39BrF3I3N3O17S | the OMol25 dataset | wB97M-V/def2-TZVPD
C -5.5017 -2.1361 -3.0015
O -4.2978 -2.4040 -2.1831
C -3.1069 -2.2552 -3.0852
C -1.6547 -2.3591 -2.3756
O -1.4210 -1.2992 -1.3914
C -2.3380 -0.2175 -1.2821
N -3.3019 0.6820 -1.2582
C -1.5213 -3.7192 -1.3971
C -1.4404 -3.4381 0.1945
C -0.0818 -2.8987 0.8836
C -0.2386 -1.4381 1.6850
S -1.5488 -1.4489 3.0210
O -1.9471 -2.8889 3.4999
O -1.0424 -0.5600 4.1820
O -2.9189 -0.6171 2.3451
C -0.6379 -4.9441 -2.0172
Br 1.1523 -5.2957 -1.2402
I -1.7288 -6.7412 -1.2228
C -0.7107 -4.8131 -3.6845
C -0.5187 -6.2237 -4.4232
F -0.2011 -6.3671 -5.8456
F -1.8379 -6.9890 -4.4622
F 0.4466 -7.1933 -3.7770
N -0.1212 -3.5443 -4.2590
I -1.2656 -3.3622 -6.0413
C 1.3655 -3.5621 -4.5313
C 1.9730 -4.3167 -5.8207
O 2.6038 -5.5110 -5.6090
I 2.0966 -3.7233 -7.9197
C -0.3368 -2.2515 -3.4272
C -0.5560 -0.8819 -4.2366
C 0.5184 -0.1995 -5.2240
O 0.9153 -0.8442 -6.4556
C 2.1911 -0.1883 -6.8919
C 3.6852 -0.6343 -6.2899
O 2.1783 0.7709 -7.8351
O 0.7114 -2.2054 -2.3541
C 1.5703 -1.0877 -2.2656
N 2.1207 0.1054 -2.1447
H -5.3146 -2.1607 -4.1600
H -5.8693 -1.0294 -2.7587
H -6.3913 -2.8655 -2.7797
H -3.3502 -3.0731 -3.9127
H -3.3401 -1.2238 -3.6410
H -2.6322 -4.1686 -1.5055
H -1.6952 -4.4614 0.7601
H -2.3295 -2.7248 0.5567
H 0.8487 -2.7565 0.1880
H 0.2673 -3.6582 1.7361
H -0.3224 -0.5488 0.9148
H 0.8048 -1.2798 2.2411
H -2.4805 0.1464 1.8258
H -1.8916 -4.6460 -3.8417
H 1.8500 -2.4725 -4.6453
H 2.0139 -4.0007 -3.6243
H -0.6570 0.0034 -3.4281
H -1.5986 -0.7364 -4.8027
H 0.0150 0.8352 -5.5618
H 1.5333 0.1729 -4.7123
H 3.6041 -0.6086 -5.1044
H 4.0190 -1.6918 -6.6608
H 4.5345 0.1194 -6.5924
C 2.6141 2.4854 1.4654
C 1.4830 1.8185 1.2159
C 0.1766 2.5056 1.1983
O -0.8594 1.8956 0.9720
C 0.1686 3.9576 1.4653
C 1.2997 4.6245 1.7147
C 2.6062 3.9375 1.7324
O 3.6421 4.5474 1.9586
H 3.5805 1.9965 1.4828
H 1.4723 0.7534 1.0175
H -0.7978 4.4465 1.4479
H 1.3104 5.6896 1.9131
C 9.0300 2.3212 0.5040
C 7.8989 1.6543 0.2545
C 6.5925 2.3414 0.2369
O 5.5565 1.7314 0.0106
C 6.5845 3.7934 0.5038
C 7.7156 4.4603 0.7533
C 9.0221 3.7733 0.7709
O 10.0580 4.3833 0.9972
H 9.9964 1.8324 0.5213
H 7.8882 0.5892 0.0561
H 5.6181 4.2823 0.4864
H 7.7263 5.5254 0.9517
C -4.4560 0.3041 5.7566
C -4.5967 -0.9778 5.4058
C -5.8723 -1.6923 5.6095
O -6.0013 -2.8662 5.2905
C -6.9864 -0.9351 6.2140
C -6.8457 0.3468 6.5648
C -5.5701 1.0613 6.3611
O -5.4411 2.2352 6.6801
H -3.5270 0.8428 5.6148
H -3.7892 -1.5467 4.9606
H -7.9154 -1.4738 6.3558
H -7.6532 0.9157 7.0100
C -0.8551 7.7345 6.7056
C -0.9771 7.7246 5.3747
C -0.6801 6.5119 4.5872
O -0.7895 6.5025 3.3688
C -0.2448 5.3107 5.3271
C -0.1229 5.3205 6.6580
C -0.4199 6.5333 7.4455
O -0.3104 6.5426 8.6639
H -1.0682 8.6158 7.2982
H -1.2959 8.5974 4.8174
H -0.0317 4.4294 4.7345
H 0.1959 4.4478 7.2153
```

Output
Lowest unoccupied orbital energy ... -6.4 eV
Net charge ... +1

Below is a molecular structure, C43H39BrF4NOPPdSTe, with properties calculated with wB97M-V/def2-TZVPD.

XYZ file:
```
93
C43H39BrF4NOPPdSTe | the OMol25 dataset | wB97M-V/def2-TZVPD
Pd 1.1984 -1.1689 -1.5909
F -1.6916 -2.3008 -8.0325
C -1.5530 -2.1132 -6.7326
C -2.6217 -2.3132 -5.8790
F -3.7956 -2.6914 -6.3597
C -2.4544 -2.1081 -4.5200
F -3.5289 -2.2882 -3.7506
C -1.2457 -1.7207 -3.9602
P -1.0847 -1.4677 -2.1396
C -2.3156 -0.1436 -1.8997
C -2.3080 0.9157 -2.8102
C -3.1254 2.0192 -2.6203
C -3.9652 2.0784 -1.5157
C -3.9823 1.0292 -0.6096
C -3.1624 -0.0761 -0.7981
C -1.7234 -2.9618 -1.3346
C -0.7582 -3.8375 -0.8373
C -1.1316 -4.9764 -0.1392
C -2.4735 -5.2450 0.0724
C -3.4439 -4.3816 -0.4246
C -3.0764 -3.2476 -1.1273
C -0.1928 -1.5078 -4.8496
Br 1.4986 -0.8673 -4.2912
C -0.3372 -1.7007 -6.2111
F 0.6728 -1.4876 -7.0482
H -1.6675 0.8772 -3.6852
H -3.1130 2.8279 -3.3395
H -4.6109 2.9341 -1.3694
H -4.6428 1.0619 0.2472
H -3.1992 -0.8842 -0.0800
H 0.2939 -3.6204 -0.9681
H -0.3682 -5.6344 0.2529
H -2.7688 -6.1257 0.6274
H -4.4926 -4.5956 -0.2662
H -3.8445 -2.5925 -1.5133
C 4.2788 -1.4730 0.1582
S 3.5795 -1.7818 -1.4663
C 4.5172 -0.5721 -2.4184
H 4.1535 -0.4287 0.4270
H 5.3341 -1.7397 0.1369
H 3.7408 -2.1125 0.8545
H 5.5800 -0.7922 -2.3300
H 4.3091 0.4370 -2.0711
H 4.2384 -0.6648 -3.4664
C 0.7123 5.2938 5.2653
C 0.5436 4.1889 4.2617
C 0.9688 2.8957 4.5329
C 0.8248 1.8626 3.6145
C 1.2431 0.4745 3.9988
C 0.2579 2.1471 2.3745
Te 0.0743 0.7873 0.7333
N 1.2116 -0.8217 0.7190
C 0.9659 -2.0421 1.2887
O 1.6021 -3.0102 0.8893
C -0.0356 -2.2414 2.3872
C 0.3696 -2.8138 3.5895
C -0.5566 -3.0460 4.5916
C -1.8984 -2.7365 4.3893
C -2.3101 -2.2073 3.1776
C -1.3776 -1.9605 2.1763
C 1.4369 1.8374 -0.4850
C 0.9635 2.1245 -1.7626
C 1.7533 2.8206 -2.6650
C 3.0181 3.2318 -2.2773
C 3.4841 2.9459 -1.0026
C 2.7102 2.2526 -0.0738
C 3.2512 2.0236 1.3100
C -0.2183 3.4354 2.0786
C -0.8778 3.8171 0.7737
C -0.0637 4.4309 3.0352
H 1.1726 4.9309 6.1823
H -0.2519 5.7355 5.5199
H 1.3388 6.0908 4.8624
H 1.4180 2.6751 5.4945
H 1.7245 0.4702 4.9751
H 1.9302 0.0268 3.2766
H 0.3674 -0.1669 4.0589
H 1.4104 -3.0739 3.7337
H -0.2369 -3.4795 5.5301
H -2.6221 -2.9265 5.1707
H -3.3583 -1.9989 3.0031
H -1.7028 -1.5880 1.2078
H -0.0352 1.8224 -2.0470
H 1.3807 3.0434 -3.6563
H 3.6476 3.7796 -2.9667
H 4.4731 3.2776 -0.7087
H 4.3375 2.1097 1.3137
H 2.9840 1.0379 1.6905
H 2.8558 2.7651 2.0050
H -1.5354 3.0389 0.3758
H -0.1383 4.0542 0.0073
H -1.4955 4.7022 0.9183
H -0.4336 5.4256 2.8117
```

Output
Energy relative to the best compared isomer or geometry (same formula, charge and spin) ... 0.00 kcal/mol
Multiplicity ... 2
<S²> ... 0.754
Lowest unoccupied orbital energy (spin up / spin down) ... -2.3 / -2.9 eV
Net charge ... +1

Below is a molecular structure, C43H39CrN6O2S2Te, with properties calculated with wB97M-V/def2-TZVPD.

XYZ file:
```
94
C43H39CrN6O2S2Te | the OMol25 dataset | wB97M-V/def2-TZVPD
Cr -1.9210 0.2574 -2.2586
C -2.3879 -3.9588 -2.1926
C -2.3693 -2.5285 -2.6441
N -2.5417 -1.5130 -1.7641
N -3.0058 -1.6807 -0.4983
C -3.1501 -0.4973 0.0475
O -2.8625 0.6011 -0.5749
C -3.6589 -0.4125 1.4362
C -3.9784 -1.5582 2.1661
C -4.4736 -1.4526 3.4554
C -4.6479 -0.2036 4.0422
C -4.3083 0.9378 3.3303
C -3.8187 0.8344 2.0350
C -2.0901 -2.1009 -3.9271
C -1.4378 -2.8885 -4.9348
C -0.7635 -2.4027 -5.9881
C -0.5635 -0.9416 -6.3443
C -0.1903 -0.0554 -5.1124
N -1.2881 0.2381 -4.2484
H -2.8985 -4.0194 -1.2331
H -1.3638 -4.3219 -2.0607
H -2.8950 -4.5954 -2.9178
H -3.8276 -2.5217 1.6961
H -4.7243 -2.3489 4.0119
H -5.0501 -0.1229 5.0455
H -4.4219 1.9135 3.7883
H -3.5706 1.7155 1.4578
H -1.4270 -3.9638 -4.7787
H -0.2825 -3.1171 -6.6484
H 0.2981 -0.8809 -7.0248
H 0.2315 0.8865 -5.4608
S -3.8500 0.0754 -3.8189
C -2.2868 -0.6329 -4.0644
S 1.2622 -0.8850 -4.2984
C -1.7938 -0.3806 -7.0591
C -1.9483 1.0045 -7.2148
N -2.0430 2.1539 -7.3803
C -2.6953 -1.2443 -7.6932
N -3.4333 -1.9601 -8.2464
C 1.0284 1.8777 7.5738
C 0.7802 1.6517 6.1030
C 0.4794 0.3925 5.6068
C 0.2676 0.1687 4.2448
C -0.0309 -1.2487 3.8015
C 0.3526 1.2312 3.3305
Te -0.1451 0.8798 1.1802
N -0.2222 0.3428 -1.3274
C 0.7398 -0.3100 -1.7876
O 1.3461 0.1254 -2.9578
C 1.3080 -1.5468 -1.1942
C 2.5139 -2.0875 -1.6396
C 2.9740 -3.2996 -1.1483
C 2.2480 -3.9887 -0.1872
C 1.0525 -3.4532 0.2708
C 0.5845 -2.2492 -0.2331
C 1.7529 1.6828 0.6092
C 2.9576 1.1003 1.0378
C 2.9916 -0.1136 1.9325
C 4.1733 1.6425 0.6172
C 4.2303 2.7261 -0.2403
C 5.5481 3.2910 -0.7087
C 3.0338 3.2748 -0.6853
C 1.7994 2.7785 -0.2813
C 0.5596 3.4261 -0.8379
C 0.6261 2.5170 3.8383
C 0.6797 3.7227 2.9297
C 0.8456 2.7064 5.2013
H 0.8966 0.9535 8.1387
H 0.3419 2.6256 7.9787
H 2.0456 2.2391 7.7456
H 0.4021 -0.4459 6.2956
H -0.3575 -1.8528 4.6509
H 0.8599 -1.7133 3.3692
H -0.8130 -1.2691 3.0454
H 3.0899 -1.5559 -2.3849
H 3.8961 -3.7157 -1.5361
H 2.6100 -4.9356 0.1952
H 0.4607 -3.9937 0.9998
H -0.3836 -1.8743 0.0691
H 2.1402 -0.7568 1.7124
H 2.9212 0.1737 2.9853
H 3.9136 -0.6798 1.7826
H 5.0988 1.1883 0.9621
H 6.3860 2.7518 -0.2645
H 5.6386 4.3464 -0.4419
H 5.6315 3.2179 -1.7954
H 3.0635 4.1132 -1.3756
H 0.8120 4.3142 -1.4180
H -0.1328 3.7010 -0.0413
H 0.0366 2.7244 -1.4855
H -0.1149 3.6588 2.1859
H 1.6271 3.7592 2.3850
H 0.5688 4.6483 3.4991
H 1.0630 3.7076 5.5690
```

Output
Multiplicity ... 2
<S²> ... 0.919
Lowest unoccupied orbital energy (spin up / spin down) ... 3.5 / 3.5 eV
Net charge ... -2

Below is a molecular structure, C43H39HfN6O5S2, with properties calculated with wB97M-V/def2-TZVPD.

XYZ file:
```
96
C43H39HfN6O5S2 | the OMol25 dataset | wB97M-V/def2-TZVPD
Hf 1.5123 -1.5952 -0.8147
C 0.5787 -2.3432 -6.5342
C 0.3170 -3.2746 -5.5384
C 0.2026 -2.8747 -4.2143
C 0.3498 -1.5373 -3.9051
C 0.6057 -0.5940 -4.8837
C 0.7201 -1.0010 -6.2057
N 0.2534 -1.0577 -2.5334
C -0.8970 -0.6217 -2.1261
C -2.1471 -0.8352 -2.8532
C -3.3441 -1.0118 -2.2899
C -3.7348 -1.1510 -0.8795
C -2.9882 -1.1326 0.2242
C -0.9566 0.0996 -0.7550
N 0.4845 0.3170 -0.3086
N 0.7682 1.5007 -0.2471
C 2.0527 1.9461 0.2054
C 2.4410 3.1617 -0.3176
C 3.6518 3.6857 0.1117
C 4.3562 2.9995 1.0818
C 3.8379 1.8049 1.5709
N 2.7065 1.2609 1.1272
H 0.6770 -2.6631 -7.5636
H 0.2030 -4.3212 -5.7893
H -0.0063 -3.5945 -3.4351
H 0.7139 0.4475 -4.6047
H 0.9204 -0.2676 -6.9772
H -2.0571 -0.9011 -3.9283
H -4.1597 -1.1615 -2.9887
H -4.7798 -1.3996 -0.7307
H -3.4777 -1.4043 1.1553
H 1.8079 3.6578 -1.0440
H 4.0200 4.6218 -0.2892
H 5.2974 3.3732 1.4642
H 4.3640 1.2671 2.3538
O 3.7347 -3.0157 -2.9184
C 3.2641 -3.2181 -1.8445
O 1.9132 -3.3273 -1.5900
C 4.1052 -3.3104 -0.5595
C 3.2335 -3.7533 0.6369
C 4.0774 -4.0917 1.8463
C 4.5764 -2.6995 2.3032
C 3.9165 -1.7714 1.3012
O 2.6207 -2.4402 1.0102
C 4.6514 -1.8924 -0.0652
C 4.3705 -0.6555 -0.9328
O 5.2074 0.1616 -1.1475
O 3.0676 -0.5224 -1.3127
H 4.9223 -3.9977 -0.7622
H 2.4575 -4.4637 0.3987
H 4.8850 -4.7712 1.5785
H 3.4685 -4.5682 2.6099
H 5.6589 -2.5996 2.2578
H 4.2542 -2.4693 3.3162
H 3.7136 -0.7682 1.6460
H 5.7251 -1.9050 0.0738
S -0.6776 -2.5069 0.1429
C -1.5104 -0.8591 0.3648
N -1.0885 -0.3056 1.6526
C -1.3842 1.1030 1.8962
C -2.6304 1.6440 1.2392
N -2.4130 2.0798 -0.1526
C -3.1389 3.3130 -0.4717
C -2.4541 4.5468 0.0677
C -1.1079 4.5504 0.4090
C -0.5025 5.7119 0.8802
C -1.2409 6.8792 1.0078
C -2.5877 6.8817 0.6581
C -3.1890 5.7218 0.1934
C -1.6548 1.4789 -1.0615
S -1.3251 2.1095 -2.5709
C -1.1806 -1.1632 2.8407
C -2.5671 -1.5266 3.3355
C -3.4036 -0.6092 3.9728
C -4.6933 -0.9656 4.3500
C -5.1605 -2.2518 4.1065
C -4.3271 -3.1818 3.5008
C -3.0423 -2.8167 3.1177
H -0.5513 1.7348 1.5738
H -1.4645 1.2577 2.9679
H -2.9558 2.5305 1.7798
H -3.4434 0.9207 1.2738
H -4.1343 3.2088 -0.0378
H -3.2485 3.3854 -1.5485
H -0.5195 3.6472 0.2835
H 0.5488 5.7009 1.1478
H -0.7727 7.7847 1.3735
H -3.1721 7.7893 0.7535
H -4.2416 5.7304 -0.0755
H -0.6194 -0.6466 3.6215
H -0.6478 -2.0825 2.6158
H -3.0461 0.3880 4.2116
H -5.3303 -0.2417 4.8443
H -6.1653 -2.5300 4.3991
H -4.6766 -4.1923 3.3259
H -2.3979 -3.5407 2.6276
```

Output
Energy relative to the best compared isomer or geometry (same formula, charge and spin) ... 100.92 kcal/mol
Lowest unoccupied orbital energy ... -3.8 eV
Net charge ... +1

So what do the calculations give for max |F|? Going down the list: 1.251 12.143 0.263 2.816 2.040 eV/Å.